[1]
{"formula": "C37H21BrCl69N2O3PS", "method": "wB97M-V/def2-TZVPD", "species": ["C", "C", "O", "C", "C", "C", "C", "C", "O", "C", "N", "C", "C", "C", "S", "C", "C", "C", "C", "C", "C", "Br", "C", "P", "O", "Cl", "C", "C", "N", "H", "H", "H", "H", "H", "H", "H", "H", "H", "H", "H", "H", "H", "H", "H", "H", "H", "H", "H", "H", "H", "C", "Cl", "Cl", "Cl", "Cl", "C", "Cl", "Cl", "Cl", "Cl", "C", "Cl", "Cl", "Cl", "Cl", "C", "Cl", "Cl", "Cl", "Cl", "C", "Cl", "Cl", "Cl", "Cl", "C", "Cl", "Cl", "Cl", "Cl", "C", "Cl", "Cl", "Cl", "Cl", "C", "Cl", "Cl", "Cl", "Cl", "C", "Cl", "Cl", "Cl", "Cl", "C", "Cl", "Cl", "Cl", "Cl", "C", "Cl", "Cl", "Cl", "Cl", "C", "Cl", "Cl", "Cl", "Cl", "C", "Cl", "Cl", "Cl", "Cl", "C", "Cl", "Cl", "Cl", "Cl", "C", "Cl", "Cl", "Cl", "Cl", "C", "Cl", "Cl", "Cl", "Cl", "C", "Cl", "Cl", "Cl", "Cl"], "positions_angstrom": [[7.775601, -1.268171, -2.415469], [7.026075, 0.078660, -2.116622], [6.816966, 0.877379, -3.306562], [6.976902, 2.265565, -2.947794], [6.234343, 3.206564, -4.005154], [4.766693, 3.375446, -3.483787], [4.420975, 3.981754, -2.174069], [3.022958, 4.080460, -1.723454], [2.776051, 4.711749, -0.440764], [2.281561, 3.750608, 0.403652], [1.968521, 2.920544, 1.133116], [1.921643, 3.556745, -2.575432], [2.311101, 2.972596, -3.882375], [3.692005, 2.873700, -4.358410], [0.906391, 2.329392, -4.874505], [-0.129196, 1.579365, -3.551167], [-0.838009, 0.303095, -3.746858], [-1.628833, -0.257410, -2.618777], [-2.324287, -1.630421, -2.879619], [-3.731376, -1.529011, -3.589642], [-3.520444, -1.237289, -5.122637], [-4.670972, -3.281041, -3.348812], [-1.674136, 0.495581, -1.344841], [-2.624602, -0.161871, 0.150626], [-2.154081, -1.765828, 0.443677], [-4.632074, -0.102282, -0.515012], [-0.954763, 1.781382, -1.177162], [-0.156783, 2.361848, -2.279442], [0.544911, 3.632207, -2.114509], [7.379913, -1.813518, -3.320457], [7.674615, -2.002443, -1.560960], [8.887387, -1.092371, -2.518309], [7.665341, 0.645374, -1.366030], [6.048837, -0.161462, -1.599911], [8.051816, 2.586397, -2.862917], [6.501333, 2.374142, -1.924136], [6.190319, 2.615782, -4.963834], [6.776074, 4.170123, -4.177658], [5.287158, 4.344390, -1.566566], [3.863070, 2.417566, -5.361304], [-0.767015, -0.220920, -4.736090], [-2.337677, -2.234023, -1.929431], [-1.644477, -2.200207, -3.586412], [-4.388042, -0.780006, -3.073318], [-2.657775, -1.872851, -5.493470], [-4.436533, -1.447839, -5.743471], [-3.184537, -0.169242, -5.299693], [-1.183329, -1.827306, 0.315746], [-0.970911, 2.361409, -0.212999], [0.089976, 4.355021, -2.687339], [-0.546601, -3.436092, -8.151306], [0.914253, -2.975224, -9.045028], [-0.262566, -4.961353, -7.296920], [-0.947148, -2.168489, -6.974763], [-1.894086, -3.634804, -9.284779], [-2.001347, -8.718634, -6.590323], [-1.148601, -7.578204, -5.532850], [-1.361339, -10.353196, -6.334985], [-3.730508, -8.696543, -6.208961], [-1.761794, -8.247993, -8.282829], [-6.138620, 2.569006, 2.434282], [-5.825605, 1.467746, 3.787443], [-7.388605, 1.870678, 1.383399], [-6.699816, 4.131110, 3.061422], [-4.642925, 2.804990, 1.513532], [0.758177, 7.762845, -1.986162], [-0.644015, 7.735191, -0.901029], [1.757755, 9.182939, -1.625347], [1.715201, 6.287349, -1.748725], [0.199409, 7.845244, -3.670663], [3.049714, -1.508482, -4.522563], [1.449735, -0.783292, -4.237404], [3.165196, -2.035369, -6.213047], [4.318235, -0.319218, -4.186256], [3.260276, -2.908334, -3.452375], [-3.781308, 1.303052, 7.517065], [-4.299524, 0.177334, 6.249261], [-4.189629, 0.634142, 9.105557], [-2.026666, 1.546253, 7.409050], [-4.607154, 2.851767, 7.300280], [8.436023, -0.629571, 1.456465], [9.050103, 0.813114, 0.622237], [8.817256, -0.517723, 3.183079], [6.679479, -0.733817, 1.245473], [9.202118, -2.078752, 0.778337], [-8.355448, 1.357416, 7.848293], [-7.587599, 2.513986, 8.951156], [-7.715506, -0.266769, 8.156474], [-10.108339, 1.362482, 8.120052], [-8.017909, 1.815176, 6.167052], [-9.193045, -0.985672, -1.326847], [-9.720866, -2.106589, -2.595081], [-9.578826, -1.667020, 0.263532], [-7.442731, -0.733134, -1.451140], [-10.029398, 0.566367, -1.523377], [10.483370, -6.344239, 1.178751], [9.506575, -7.120875, -0.080609], [10.099367, -7.062613, 2.752203], [12.204316, -6.582347, 0.823084], [10.121693, -4.606525, 1.220150], [-3.550751, 5.562040, 10.071393], [-2.907806, 6.945874, 9.168277], [-3.214140, 5.774357, 11.799448], [-5.305491, 5.457642, 9.823744], [-2.783202, 4.074335, 9.492896], [-1.038162, 0.741471, 12.201999], [-1.519391, -0.420241, 10.955131], [-1.439453, 0.087365, 13.802021], [0.709863, 1.021047, 12.101921], [-1.894983, 2.276490, 11.954426], [3.844533, 5.207291, -8.095519], [3.332892, 4.123603, -9.402208], [3.458173, 4.467474, -6.527720], [5.593613, 5.478656, -8.202947], [2.995403, 6.756667, -8.245202], [7.864490, -8.394802, 6.115208], [7.676042, -9.680031, 4.908674], [7.654217, -6.817433, 5.334346], [6.645051, -8.593181, 7.386374], [9.484505, -8.488113, 6.829663], [-6.376427, -11.513231, -4.498508], [-6.961610, -12.615751, -5.757598], [-6.726309, -12.200262, -2.901873], [-4.628182, -11.287498, -4.676559], [-7.191661, -9.946226, -4.659391], [-6.059605, 3.370452, -2.418239], [-6.702240, 4.000702, -0.893174], [-6.782287, 1.783742, -2.746296], [-6.458953, 4.488714, -3.737312], [-4.296518, 3.204538, -2.297040], [-4.842483, 3.668892, 15.187874], [-4.045185, 2.101856, 14.972852], [-6.366589, 3.441626, 16.066707], [-3.782767, 4.749407, 16.112246], [-5.173931, 4.385946, 13.600537]], "forces_ev_per_angstrom": [[0.18, -0.26, -0.02], [0.54, -0.94, 0.75], [0.56, 0.59, 0.99], [-0.39, 0.74, 0.08], [-0.67, -1.32, 1.08], [-2.18, 0.31, -0.41], [-1.24, -0.79, -1.53], [1.45, -1.89, -2.65], [-0.16, -4.20, 1.19], [1.28, 1.88, -1.57], [-0.26, 0.00, 0.12], [2.99, -0.18, -0.27], [0.25, 0.43, 1.73], [-0.90, 0.77, 2.83], [0.12, 0.00, 1.14], [-0.38, 0.41, 1.52], [-0.63, 1.82, 2.36], [1.23, 1.95, -0.82], [0.62, -0.11, 0.13], [0.57, 0.52, -0.21], [0.31, -0.08, 0.09], [0.42, 0.73, -0.17], [0.81, -0.18, -1.96], [0.78, 1.04, 1.09], [-0.08, 1.11, -1.21], [1.02, -0.71, -0.07], [0.52, -0.54, -1.78], [-1.94, -3.13, -0.24], [0.39, -1.11, -1.01], [0.39, 0.82, 0.80], [-0.11, 1.01, -0.78], [-1.21, -0.14, -0.17], [-0.97, -0.62, -1.14], [0.75, 0.47, -0.74], [-0.72, -0.65, -0.14], [0.55, 0.28, -1.11], [0.11, 0.79, 0.84], [-0.54, -0.79, 0.31], [-1.21, -0.23, -0.34], [0.09, 0.23, 1.36], [-0.35, 0.69, 1.19], [-0.37, 0.72, -0.94], [-0.73, 0.54, 0.78], [0.63, -0.78, -0.63], [-1.53, 0.57, 0.58], [0.95, 0.26, 0.74], [-0.59, -1.03, 0.39], [-0.63, -0.02, 0.00], [-0.09, -0.86, -1.02], [-0.05, -0.26, 0.33], [0.14, -0.10, -0.05], [-0.16, -0.03, 0.07], [-0.05, 0.31, -0.15], [0.36, -0.20, -0.42], [0.14, 0.04, 0.15], [-0.10, 0.07, -0.06], [-0.09, -0.22, -0.01], [-0.06, 0.15, -0.01], [0.37, 0.32, -0.22], [-0.01, -0.06, 0.18], [0.02, -0.15, -0.12], [0.01, 0.27, -0.38], [0.09, -0.13, 0.36], [0.03, -0.14, -0.05], [-0.11, -0.01, 0.25], [0.10, 0.00, -0.18], [0.15, -0.03, -0.13], [-0.11, -0.15, -0.04], [-1.42, 2.88, -0.70], [0.01, 0.01, 0.13], [0.03, 0.01, -0.08], [1.35, -0.97, 0.06], [-0.05, 0.04, 0.16], [-0.14, -0.30, -0.01], [-0.02, 0.11, -0.09], [-0.11, 0.07, -0.01], [0.16, -0.05, 0.27], [-0.01, 0.11, -0.20], [-0.14, -0.07, 0.02], [-0.11, -0.35, -0.46], [-0.02, 0.04, 0.09], [0.15, -0.12, 0.35], [-0.04, -0.01, -0.22], [0.21, 0.00, 0.05], [-0.31, 0.92, -0.01], [-0.07, 0.04, -0.06], [-0.16, -0.13, -0.05], [-0.07, 0.18, -0.04], [0.17, -0.01, -0.02], [-0.08, -0.08, 0.38], [0.01, -0.08, -0.02], [0.05, 0.13, 0.13], [0.05, 0.10, -0.17], [-0.62, -0.72, 0.23], [0.08, -0.13, 0.04], [0.09, -0.11, -0.03], [0.10, 0.10, 0.13], [0.04, 0.11, -0.20], [-0.18, 0.03, 0.03], [0.25, -0.95, 0.21], [0.17, 0.00, -0.07], [-0.10, -0.14, 0.08], [0.28, 0.21, -0.58], [0.13, 0.00, 0.04], [0.12, 0.63, 0.32], [-0.01, 0.09, 0.04], [0.11, 0.11, 0.18], [0.07, 0.02, -0.14], [-0.18, -0.02, 0.02], [0.21, -0.42, 0.12], [-0.13, 0.10, -0.10], [0.06, 0.11, 0.16], [0.11, 0.64, -0.76], [-0.18, -0.04, 0.04], [0.10, -0.17, 0.02], [-0.03, -0.01, 0.02], [0.03, 0.15, 0.12], [0.00, -0.16, 0.11], [0.14, 0.02, -0.14], [-0.16, 0.01, -0.09], [0.06, -0.07, 0.04], [0.06, 0.13, 0.13], [0.02, 0.08, -0.17], [-0.35, -0.34, 0.19], [0.09, -0.14, 0.01], [-0.05, 0.06, -0.09], [0.06, 0.18, -0.54], [0.33, 0.76, -0.10], [0.06, -0.09, 0.11], [-0.13, -0.02, -0.02], [-0.14, -0.07, 0.00], [-0.10, 0.20, 0.02], [0.16, 0.03, -0.06], [-0.10, -0.10, -0.11], [-0.22, -0.35, 0.56]], "charge": 0, "orbital_gap_ha": 0.3128, "homo_ev": -8.8673, "fmax_ev_per_a": 4.4}



[2]
{"formula": "C37H22N10Re", "method": "wB97M-V/def2-TZVPD", "species": ["Re", "C", "C", "C", "C", "C", "N", "C", "N", "C", "C", "C", "C", "C", "C", "C", "C", "N", "C", "N", "C", "N", "C", "N", "C", "N", "C", "C", "C", "C", "C", "C", "C", "C", "C", "C", "C", "C", "N", "C", "C", "H", "H", "H", "H", "H", "H", "H", "H", "H", "H", "H", "H", "H", "H", "H", "H", "N", "C", "C", "C", "C", "C", "N", "H", "H", "H", "H", "H", "H"], "positions_angstrom": [[-0.028800, 0.037600, 0.780200], [-0.710200, -6.500300, 0.675200], [0.680400, -6.488100, 0.626200], [1.388800, -5.293800, 0.565700], [0.662300, -4.116300, 0.564200], [1.064900, -2.732000, 0.501800], [-0.055400, -1.940100, 0.614900], [-1.170000, -2.743400, 0.668600], [-2.415000, -2.329400, 0.684900], [-2.825100, -1.086600, 0.620800], [-4.196800, -0.677900, 0.407400], [-5.385400, -1.385800, 0.334900], [-6.542900, -0.676100, 0.035700], [-6.513600, 0.696000, -0.190200], [-5.330800, 1.420600, -0.089400], [-4.176000, 0.724000, 0.229300], [-2.804400, 1.139000, 0.419800], [-2.390500, 2.383900, 0.399200], [-1.151000, 2.803100, 0.497900], [-0.028600, 2.012600, 0.602100], [1.092400, 2.821700, 0.573300], [2.329700, 2.412500, 0.438700], [2.727700, 1.167500, 0.307300], [1.936700, 0.055300, 0.447900], [2.707000, -1.066500, 0.254000], [2.296500, -2.310900, 0.339600], [4.066900, -0.663600, -0.020600], [5.218400, -1.391700, -0.265900], [6.393700, -0.681600, -0.487500], [6.410800, 0.708000, -0.464300], [5.256800, 1.448600, -0.219500], [4.082400, 0.750300, 0.008100], [0.661600, 4.202500, 0.608100], [1.344500, 5.398800, 0.748800], [0.600700, 6.573100, 0.733800], [-0.780800, 6.557800, 0.563500], [-1.482100, 5.362900, 0.460600], [-0.750500, 4.188600, 0.509100], [-2.022400, 0.033000, 0.666700], [-0.749900, -4.126900, 0.652400], [-1.448700, -5.321000, 0.693400], [-1.225700, -7.447600, 0.708900], [1.219900, -7.423000, 0.624400], [2.465000, -5.273500, 0.528900], [-5.405300, -2.447700, 0.516200], [-7.482800, -1.201300, -0.024600], [-7.424300, 1.210200, -0.452100], [-5.302800, 2.483900, -0.264200], [5.196700, -2.468900, -0.276500], [7.308100, -1.219500, -0.680800], [7.340900, 1.226000, -0.636500], [5.276100, 2.526600, -0.208100], [2.411000, 5.408500, 0.900300], [1.102000, 7.517800, 0.866300], [-1.323800, 7.489500, 0.525800], [-2.556200, 5.336600, 0.362400], [-2.525400, -5.331600, 0.741300], [-1.511100, 1.194600, 3.549100], [-0.484500, 0.411700, 3.918400], [-0.269500, 0.135900, 5.287700], [0.778100, -0.650600, 5.683000], [1.633200, -1.162500, 4.701300], [1.369200, -0.884400, 3.387400], [0.325300, -0.127400, 2.977200], [-2.103400, 1.607700, 4.249300], [-1.606800, 1.507100, 2.598000], [-0.952500, 0.563600, 6.004100], [0.945600, -0.862400, 6.727800], [2.483000, -1.767400, 4.966100], [2.026700, -1.268000, 2.621500]], "forces_ev_per_angstrom": [[-0.07, 0.26, 2.21], [0.31, -0.16, 0.00], [-0.26, -0.16, -0.05], [-0.06, 0.52, -0.07], [-0.65, -0.83, 0.34], [-0.13, 0.51, 0.09], [-0.16, -0.90, -0.84], [0.29, 0.79, 0.01], [-0.60, -0.36, 0.04], [0.51, -0.06, 0.06], [-0.90, 0.70, -0.33], [0.67, 0.05, 0.09], [-0.16, 0.32, -0.03], [-0.13, -0.30, 0.03], [0.68, -0.08, 0.17], [-0.96, -0.77, -0.28], [0.55, 0.02, 0.09], [-0.60, 0.25, -0.06], [0.29, -0.25, 0.06], [0.16, 0.80, -0.90], [-0.20, -0.68, -0.02], [0.46, 0.27, -0.02], [-0.78, 0.00, 0.27], [0.73, 0.18, 0.40], [-0.24, 0.14, 0.09], [0.48, -0.56, -0.13], [0.72, 0.67, -0.30], [-0.48, 0.09, 0.12], [0.15, 0.24, 0.00], [0.13, -0.35, -0.01], [-0.76, -0.10, 0.17], [1.09, -0.72, -0.41], [-0.73, 0.80, 0.24], [-0.04, -0.48, -0.06], [-0.20, 0.03, -0.04], [0.05, 0.06, 0.00], [0.08, -0.35, 0.02], [0.68, 0.53, 0.19], [-0.53, 0.04, 0.38], [0.74, -0.93, 0.09], [0.05, 0.61, -0.01], [-0.04, -0.08, 0.01], [0.01, -0.07, 0.02], [0.17, -0.04, -0.06], [-0.02, -0.16, -0.05], [-0.10, -0.05, -0.04], [-0.12, 0.03, 0.00], [-0.03, 0.14, 0.01], [0.03, -0.15, -0.03], [0.10, -0.04, -0.02], [0.10, 0.04, -0.05], [0.00, 0.12, 0.02], [0.17, 0.04, -0.08], [0.07, 0.13, -0.03], [-0.01, 0.10, 0.04], [-0.10, 0.05, -0.02], [-0.13, -0.02, 0.01], [-0.27, 0.20, -0.16], [0.29, -0.31, 0.18], [0.01, -0.01, -0.08], [-0.21, 0.20, -0.33], [-0.01, -0.03, -0.23], [0.39, -0.21, 0.44], [-0.50, 0.35, -1.47], [0.08, 0.00, -0.03], [0.02, -0.08, 0.17], [-0.06, 0.05, 0.10], [-0.01, 0.01, 0.08], [0.11, -0.08, -0.04], [-0.13, 0.03, 0.01]], "relative_energy_kj_mol": 83.2, "charge": 2, "multiplicity": 2, "orbital_gap_ha": [0.1400, 0.1338], "homo_ev": [-12.5442, -12.1903], "fmax_ev_per_a": 2.2}



Number 1: energy -1002035.4348 eV. Number 2: energy -55745.2591 eV.